No. 1
# C12H16BrN5

C12H16BrN5 in the gas phase at a distorted geometry (ωB97M-V/def2-TZVPD, the Open Molecules 2025 dataset).

Calculated values
Kohn-Sham gap ... 9.0 eV
SMILES string ... CCC[C@@H]1N=C(N)N=C(N)N1c1ccc(Br)cc1
DFT total energy ... -3314.687767 hartree
LUMO energy ... 0.685 eV
Energy above the lowest of the compared OMol25 structures with the same formula, charge and spin ... 0.00 kJ/mol
Max |F| ... 3.0 eV Å⁻¹

```
! RIJCOSX wB97M-V def2-TZVPD def2/J DEFGRID3
* xyz 0 1
C 0.4118 4.0471 1.1533
C 0.2683 2.6273 1.6592
C 0.5050 1.6400 0.5330
C 0.2903 0.1876 0.9567
N 1.3654 -0.2614 1.7989
C 2.3617 -0.8591 1.2138
N 3.3382 -1.2368 2.0348
N 2.4961 -1.1748 -0.1202
C 1.3862 -1.0956 -0.7573
N 1.4626 -1.4150 -2.0561
N 0.2053 -0.6229 -0.2648
C -1.0232 -1.0892 -0.7459
C -2.0713 -0.2524 -1.0516
C -3.2915 -0.8047 -1.4617
C -3.4196 -2.1694 -1.6714
Br -5.0158 -2.9381 -2.2745
C -2.3700 -3.0265 -1.3674
C -1.1739 -2.4724 -0.9317
H 1.4772 4.2263 0.9841
H -0.1268 4.1874 0.2268
H 0.0706 4.7969 1.8899
H -0.7304 2.4753 2.0925
H 0.9380 2.4366 2.4928
H -0.1129 1.9201 -0.3299
H 1.5081 1.7490 0.1502
H -0.6641 0.0385 1.4742
H 3.4630 -0.5408 2.7825
H 4.1402 -1.4739 1.4659
H 2.4289 -1.4063 -2.3899
H 0.7633 -0.8866 -2.5565
H -1.9240 0.8137 -0.9633
H -4.1146 -0.1529 -1.7659
H -2.4829 -4.1033 -1.5260
H -0.3594 -3.1638 -0.6747
*
```



No. 2
# C12H16Cl2CoO2

A molecular structure, C12H16Cl2CoO2 (ωB97M-V/def2-TZVPD, the Open Molecules 2025 dataset).

Calculated values
Kohn-Sham gap (spin up / spin down) ... 9.8 / 7.4 eV
DFT total energy ... -2920.236674 hartree
LUMO energy (spin up / spin down) ... -2.827 / -6.180 eV
Max |F| ... 0.4 eV Å⁻¹

```
! RIJCOSX wB97M-V def2-TZVPD def2/J DEFGRID3
* xyz 1 5
Co 0.1849 0.0723 -0.1815
C -0.5439 -2.2751 -0.2285
C -0.5930 -1.6451 -1.4705
C 0.7551 -1.2280 -1.7907
C 1.6125 -1.4988 -0.6559
C 0.8364 -2.1914 0.2800
C 1.2570 -2.7653 1.5817
C 3.0946 -1.2611 -0.6307
C 1.2029 -0.6290 -3.0799
C -1.7630 -1.5489 -2.4029
C -1.6435 -2.9354 0.5176
H 1.1154 -3.8494 1.5645
H 0.6390 -2.3807 2.3968
H 2.2994 -2.5600 1.8087
H 3.5974 -1.9571 -1.3046
H 3.5049 -1.4083 0.3656
H 3.3593 -0.2522 -0.9480
H 2.1394 -1.0911 -3.3967
H 1.4027 0.4457 -3.0028
H 0.4554 -0.7661 -3.8583
H -1.6488 -2.2671 -3.2170
H -1.8573 -0.5593 -2.8502
H -2.6977 -1.7682 -1.8929
H -1.4081 -3.9935 0.6591
H -2.5956 -2.8630 -0.0006
H -1.7571 -2.4987 1.5129
Cl 0.3332 3.1169 3.3244
C -1.1018 2.5439 2.4632
Cl -2.0085 3.8357 1.6965
C -0.6327 1.5420 1.4380
O -0.7983 0.3080 1.6351
O -0.0432 1.9122 0.3638
H -1.7449 2.0474 3.1794
*
```



No. 3
# C12H16Cl3EuN

A molecular structure, C12H16Cl3EuN at a distorted geometry (ωB97M-V/def2-TZVPD, the Open Molecules 2025 dataset).

Calculated values
Kohn-Sham gap (spin up / spin down) ... 5.9 / 4.2 eV
DFT total energy ... -2612.417573 hartree
LUMO energy (spin up / spin down) ... 2.654 / 2.708 eV
Energy above the lowest of the compared OMol25 structures with the same formula, charge and spin ... 181.05 kJ/mol
Max |F| ... 3.5 eV Å⁻¹

```
! RIJCOSX wB97M-V def2-TZVPD def2/J DEFGRID3
* xyz -1 7
Eu -0.3214 2.3368 -0.4039
Cl 0.8571 1.0024 -2.2268
Cl 0.3518 1.9755 2.0725
C 0.0797 4.7908 -0.8050
H -0.6776 4.8476 0.0858
H -0.7707 4.5995 -1.6016
C -2.1582 -0.5038 0.9547
C -2.2154 0.4670 0.1227
H -1.7042 -0.2376 1.8940
C -2.5962 0.2796 -1.2820
H -2.1777 1.5061 0.5160
C -3.5432 -0.9233 -1.4814
H -2.9992 1.1832 -1.7646
H -1.5901 0.0344 -1.6623
C -3.0059 -2.1763 -0.7581
H -4.5396 -0.6537 -1.0866
H -3.6497 -1.1607 -2.5481
C -2.3580 -1.9080 0.6119
H -3.7974 -2.9320 -0.6621
H -2.1862 -2.6054 -1.3584
H -2.7772 -2.5827 1.3591
H -1.3633 -2.3553 0.6204
Cl 4.5950 -0.8469 3.6817
C 4.1316 -0.6069 2.0575
C 5.0431 -0.7845 1.0106
C 4.6137 -0.5756 -0.2927
C 3.2755 -0.1844 -0.4847
N 2.4292 -0.0081 0.5119
C 2.8055 -0.2092 1.7742
H 6.0524 -1.0758 1.2414
H 5.2386 -0.6836 -1.1715
H 2.8780 0.0098 -1.4879
H 2.0801 -0.0190 2.5636
*
```



No. 4
# C12H16ClNO3Pt

A molecular structure, C12H16ClNO3Pt at a distorted geometry (ωB97M-V/def2-TZVPD, the Open Molecules 2025 dataset).

Calculated values
Kohn-Sham gap (spin up / spin down) ... 7.5 / 5.5 eV
DFT total energy ... -1325.991226 hartree
LUMO energy (spin up / spin down) ... -7.127 / -11.639 eV
Energy above the lowest of the compared OMol25 structures with the same formula, charge and spin ... 89.32 kJ/mol
Max |F| ... 6.9 eV Å⁻¹

```
! RIJCOSX wB97M-V def2-TZVPD def2/J DEFGRID3
* xyz 2 5
Cl 3.4187 -3.5124 0.0575
C -0.1133 -0.9509 -2.3575
C -1.3688 -1.1319 -1.7388
C -1.3751 -2.3731 -1.0427
H -2.1787 -0.4263 -1.7534
C -0.1053 -3.0775 -1.3321
C 0.7010 -2.1144 -2.1282
H 1.7012 -2.3820 -2.4647
H 0.1931 -0.0761 -2.9030
H -2.1583 -2.8371 -0.4426
C 0.3154 -4.4475 -0.8948
Pt 0.6645 -1.7590 0.1209
C -0.1839 -1.5378 1.8021
O -0.6057 -1.1378 2.8175
C 2.4459 -1.1201 0.4381
O 3.3703 -0.4546 0.7007
H -0.1754 -4.7079 0.0639
H 1.4195 -4.4418 -0.7048
H 0.0601 -5.1930 -1.6611
C -0.9439 4.2787 1.2934
N -0.0585 3.1521 0.9530
C 1.3415 3.3173 1.0334
C -0.3683 1.8665 0.5978
C -1.8114 1.5785 0.4569
O 0.5386 1.0102 0.4536
H -0.2291 5.0710 1.5300
H -1.5757 4.1538 2.1768
H -1.5811 4.6470 0.4867
H 1.7507 2.6082 1.7463
H 1.7594 3.0917 0.0576
H 1.4863 4.3414 1.3289
H -2.0081 1.4000 -0.6300
H -1.9599 0.6938 1.1246
H -2.3653 2.4707 0.8142
*
```



No. 5
# C12H16N2

2 unconnected molecules or ions with the total composition C12H16N2 at a distorted geometry (ωB97M-V/def2-TZVPD, the Open Molecules 2025 dataset).

Calculated values
Kohn-Sham gap ... 9.3 eV
SMILES string ... CCc1c[nH]cn1.Cc1ccccc1
DFT total energy ... -576.301928 hartree
LUMO energy ... 0.847 eV
Energy above the lowest of the compared OMol25 structures with the same formula, charge and spin ... 204.95 kJ/mol
Max |F| ... 5.7 eV Å⁻¹

```
! RIJCOSX wB97M-V def2-TZVPD def2/J DEFGRID3
* xyz 0 1
C 1.6197 -2.3153 3.0561
C 1.4173 -1.7139 1.6589
C 0.4493 -2.4440 0.7962
C 0.6707 -3.2809 -0.3811
N -0.5706 -3.8922 -0.5946
C -1.5069 -3.3908 0.2866
N -0.9645 -2.5878 1.1220
H 0.7681 -2.2409 3.6638
H 2.5274 -1.8251 3.6707
H 1.8147 -3.4516 3.2752
H 1.0336 -0.6901 1.8673
H 2.4172 -1.7028 1.1790
H 1.4209 -3.5488 -1.0290
H -0.8306 -4.4707 -1.3461
H -2.4548 -3.8048 0.1199
C -0.4800 4.2975 -2.7854
C -0.5586 3.1321 -1.7552
C 0.4627 2.1506 -1.6995
C 0.5326 1.3736 -0.5362
C -0.4734 1.5484 0.4241
C -1.5745 2.3367 0.2896
C -1.5920 3.1530 -0.8496
H -0.5944 3.8845 -3.7733
H 0.4915 4.7677 -2.6267
H -1.2167 5.0569 -2.5329
H 1.2268 2.1756 -2.5571
H 1.2213 0.5407 -0.2836
H -0.4475 0.9558 1.2317
H -2.3064 2.2871 1.0845
H -2.5028 3.6994 -0.9754
*
```



No. 6
# C12H16N2

A gas-phase ion, C12H16N2 (charge +2) at a distorted geometry (ωB97M-V/def2-TZVPD, the Open Molecules 2025 dataset).

Calculated values
Kohn-Sham gap (spin up / spin down) ... 4.6 / 5.6 eV
DFT total energy ... -575.641599 hartree
LUMO energy (spin up / spin down) ... -11.027 / -10.435 eV
Energy above the lowest of the compared OMol25 structures with the same formula, charge and spin ... 98.12 kJ/mol
Max |F| ... 1.8 eV Å⁻¹

```
! RIJCOSX wB97M-V def2-TZVPD def2/J DEFGRID3
* xyz 2 1
C 2.5687 2.2676 -0.1523
C 2.6208 1.7718 1.1462
C 1.5978 1.8335 -1.0334
C 1.6823 0.8366 1.5797
C 0.6277 0.9068 -0.6142
C 0.7108 0.3995 0.7039
C -1.0462 0.9135 -2.3444
C -1.1113 -0.2431 2.0830
C -0.3609 -1.7170 0.3807
C -1.8868 0.1363 -3.2625
C -1.9993 -1.1226 2.8081
C 0.7300 -2.3050 -0.3611
N -0.3383 0.4151 -1.4254
N -0.2908 -0.5742 1.0839
H 3.2907 3.0012 -0.4792
H 3.3974 2.0967 1.8213
H 1.5553 2.2162 -2.0409
H 1.7433 0.4373 2.5810
H -1.1003 2.0034 -2.4640
H -1.0442 0.7865 2.4161
H -1.2720 -2.2927 0.4793
H -2.2837 0.7656 -4.0541
H -1.3396 -0.7007 -3.6965
H -2.7368 -0.2888 -2.7213
H -1.7121 -1.1221 3.8705
H -3.0050 -0.6850 2.8435
H -2.0463 -2.1509 2.4614
H 0.3851 -2.7639 -1.2919
H 1.0859 -3.1746 0.2164
H 1.5777 -1.6466 -0.5341
*
```



No. 7
# C12H16N2OS

C12H16N2OS in the gas phase at a distorted geometry (ωB97M-V/def2-TZVPD, the Open Molecules 2025 dataset).

Calculated values
Kohn-Sham gap ... 8.6 eV
SMILES string ... CNc1ccccc1C1=N[C@@H](CO)[C@H](C)S1
DFT total energy ... -1049.738245 hartree
LUMO energy ... 0.727 eV
Energy above the lowest of the compared OMol25 structures with the same formula, charge and spin ... 245.83 kJ/mol
Max |F| ... 4.5 eV Å⁻¹

```
! RIJCOSX wB97M-V def2-TZVPD def2/J DEFGRID3
* xyz 0 1
C 3.6712 1.0448 0.1525
N 2.2380 0.6821 0.2496
C 1.5826 0.8555 -0.9434
C 2.0690 1.8411 -1.9018
C 1.4114 2.0042 -3.0740
C 0.2839 1.2578 -3.3975
C -0.2826 0.3684 -2.4989
C 0.3677 0.2044 -1.2221
C -0.3455 -0.4709 -0.2133
N -0.6523 0.1854 0.8966
C -1.5663 -0.5889 1.7231
C -2.8206 0.3284 1.9424
O -3.5588 0.2877 0.7631
C -1.8193 -2.0509 1.1657
C -1.2710 -3.0319 2.1511
S -0.7628 -2.1735 -0.2951
H 4.1897 0.5270 1.0250
H 4.1614 0.6940 -0.8263
H 3.9674 2.0616 0.1360
H 1.8973 -0.1351 0.8008
H 2.7961 2.6220 -1.6139
H 1.8609 2.6794 -3.6982
H -0.1141 1.4727 -4.3947
H -1.1615 -0.0670 -2.7688
H -1.0941 -0.5419 2.6634
H -3.4178 -0.0660 2.7079
H -2.4853 1.3376 2.2111
H -2.9482 0.5641 0.0709
H -2.8201 -2.1850 0.7945
H -1.9571 -3.0456 3.0498
H -1.1054 -4.0039 1.7160
H -0.3138 -2.6577 2.6282
*
```